Below is a 7-piece molecular cluster, C38H86F3NO4S overall, with properties calculated with the ωB97M-V functional and the def2-TZVPD basis.

The geometry in XYZ format:
```
133
Properties=species:S:1:pos:R:3:forces:R:3
N -6.375850 1.463939 0.257109 1.46 0.10 -0.14
C -5.509558 0.926177 1.184574 -1.44 0.40 1.61
O -5.729906 0.906584 2.364826 0.49 -0.33 -0.94
O -4.315195 0.355228 0.689287 -0.02 1.06 -0.08
S -3.237242 1.382977 0.096704 1.96 -1.04 -1.45
O -1.954813 0.869519 0.409512 -0.05 -0.19 1.02
O -3.441061 1.638140 -1.286706 -1.48 0.45 -0.05
C -3.329271 3.024948 0.970924 0.41 -0.29 -0.03
F -2.391791 3.742225 0.393188 0.38 0.24 -0.43
F -4.479848 3.644280 0.819836 -0.65 0.09 0.15
F -3.014607 2.873088 2.231030 -0.33 -0.11 0.71
H -5.886120 1.809518 -0.560886 -0.24 -0.29 -0.40
H -6.865367 2.225378 0.700116 -0.51 -0.07 0.08
C 1.695134 2.120678 0.067735 0.09 0.01 -0.09
C 1.850998 0.813637 -0.703943 -0.07 0.07 0.02
C 1.331042 -0.406107 0.051657 -0.03 -0.12 -0.02
C 2.048452 -0.714663 1.366623 0.02 0.11 0.01
C 3.555316 -0.934429 1.243766 -0.05 -0.12 0.03
C 3.920031 -2.124102 0.362346 0.12 0.09 0.02
H 2.273266 2.115277 0.993334 -0.02 0.00 0.02
H 2.045046 2.963294 -0.532059 -0.01 0.02 0.03
H 0.647397 2.298723 0.318857 0.00 -0.02 0.04
H 2.900829 0.671841 -0.978857 0.00 -0.01 0.00
H 1.298339 0.896560 -1.643956 0.03 -0.02 -0.02
H 1.389450 -1.278604 -0.606736 0.01 -0.01 0.01
H 0.269378 -0.262711 0.265704 0.00 0.01 -0.02
H 1.592507 -1.608367 1.804470 0.03 -0.01 0.01
H 1.867825 0.092979 2.081915 -0.03 0.01 -0.01
H 3.962802 -1.099099 2.244946 0.02 0.03 0.00
H 4.042931 -0.033667 0.860559 -0.03 0.03 0.01
H 3.469212 -3.042422 0.744678 -0.04 0.00 -0.03
H 5.001966 -2.266172 0.340148 -0.01 -0.05 -0.03
H 3.586134 -1.981326 -0.666843 -0.02 -0.03 0.00
C 2.112000 -4.519853 -2.199818 -0.01 -0.11 0.09
C 3.304582 -5.350840 -1.734271 -0.02 0.14 -0.01
C 4.446818 -5.390441 -2.746465 0.06 -0.07 0.03
C 4.093367 -6.025468 -4.090896 -0.05 0.06 -0.06
C 3.577476 -7.461163 -4.019274 0.12 -0.04 -0.04
C 4.596027 -8.443802 -3.448390 -0.14 -0.02 0.01
H 1.656125 -4.935623 -3.100338 0.00 0.03 -0.02
H 1.341703 -4.488888 -1.427545 -0.02 0.04 -0.02
H 2.413644 -3.491601 -2.412571 0.00 0.00 -0.04
H 2.973624 -6.364561 -1.491750 0.02 -0.01 -0.02
H 3.684957 -4.923843 -0.803077 0.01 -0.04 0.02
H 5.295642 -5.918809 -2.302990 0.00 -0.01 -0.01
H 4.793832 -4.368254 -2.930077 -0.01 0.01 0.02
H 4.983149 -6.000841 -4.728695 0.00 -0.02 -0.01
H 3.346495 -5.407036 -4.596536 0.00 -0.01 -0.01
H 3.311166 -7.782133 -5.030052 -0.05 0.01 0.01
H 2.656090 -7.505553 -3.432174 -0.01 0.03 -0.01
H 5.513754 -8.440094 -4.039983 0.02 0.02 0.03
H 4.195842 -9.458623 -3.458906 0.04 -0.02 0.01
H 4.853889 -8.203901 -2.415883 0.03 0.00 0.00
C -6.189768 3.569754 4.757641 -0.03 0.14 0.01
C -6.074951 3.653061 6.275686 0.07 -0.03 -0.08
C -5.973325 2.286982 6.949604 0.02 -0.01 0.12
C -7.185040 1.373740 6.760362 -0.02 0.02 -0.13
C -8.513293 1.955637 7.240910 0.02 -0.09 0.12
C -8.542153 2.246416 8.738844 -0.09 0.07 -0.10
H -7.098521 3.051028 4.448239 0.03 -0.04 -0.02
H -6.217304 4.570502 4.321227 0.01 -0.01 -0.03
H -5.333153 3.040490 4.334113 -0.04 -0.06 -0.02
H -6.920610 4.217030 6.679050 -0.01 -0.02 0.03
H -5.179380 4.227692 6.524957 -0.02 0.02 0.05
H -5.793552 2.434766 8.018595 0.01 -0.01 0.00
H -5.088771 1.767817 6.565987 0.01 0.02 -0.01
H -6.996197 0.435114 7.290460 -0.01 0.00 0.01
H -7.277888 1.105846 5.703980 0.03 0.00 0.00
H -9.306566 1.240334 7.008517 -0.01 0.02 -0.04
H -8.752289 2.867256 6.686112 0.02 -0.01 -0.02
H -8.338292 1.341350 9.314436 0.04 0.01 0.01
H -9.523255 2.618387 9.037531 0.01 0.00 0.05
H -7.806416 3.002031 9.017991 0.02 -0.02 0.02
C -1.052555 -4.009229 -8.476437 0.04 0.12 -0.04
C 0.294707 -3.766502 -9.150530 -0.08 -0.10 -0.02
C 1.359177 -4.793545 -8.769592 0.07 0.02 -0.02
C 1.726095 -4.823451 -7.285269 -0.08 -0.01 0.05
C 2.226754 -3.497416 -6.716364 0.14 -0.04 0.00
C 3.515294 -3.005960 -7.369317 -0.08 0.08 0.07
H -0.981083 -3.930172 -7.390725 -0.01 -0.03 0.01
H -1.785743 -3.273844 -8.810577 -0.03 -0.02 0.02
H -1.437101 -5.001172 -8.722194 0.01 -0.02 0.04
H 0.642783 -2.755715 -8.921035 0.03 -0.01 0.00
H 0.154821 -3.801395 -10.234166 0.03 0.03 -0.01
H 2.258363 -4.607772 -9.363749 0.01 -0.01 0.01
H 1.010437 -5.790164 -9.058162 -0.02 0.01 -0.02
H 2.496398 -5.587219 -7.134577 0.01 0.01 0.02
H 0.861183 -5.153357 -6.702143 0.00 -0.01 -0.01
H 2.406989 -3.627739 -5.645767 -0.05 0.04 0.02
H 1.455351 -2.727382 -6.803599 -0.03 -0.03 0.00
H 4.311372 -3.746238 -7.263651 0.00 -0.01 -0.04
H 3.853757 -2.081754 -6.898181 0.04 0.00 -0.02
H 3.377399 -2.800509 -8.431894 0.02 -0.02 -0.01
C 3.853662 1.122476 -4.556162 0.05 0.01 -0.12
C 4.717504 2.335357 -4.886115 0.00 -0.06 0.11
C 4.458711 3.527753 -3.966816 0.04 0.07 -0.03
C 3.039100 4.093895 -4.025932 -0.05 -0.08 0.02
C 2.582054 4.549535 -5.410449 0.02 0.13 0.05
C 3.421738 5.688392 -5.982300 -0.07 -0.09 -0.08
H 2.791659 1.337093 -4.684546 -0.01 -0.02 0.03
H 4.101583 0.285640 -5.211244 -0.03 -0.03 0.03
H 4.016268 0.802250 -3.524737 -0.05 0.00 0.01
H 4.568348 2.619497 -5.931470 0.00 0.03 0.01
H 5.769535 2.052353 -4.795380 0.01 0.02 -0.03
H 5.177209 4.318071 -4.202102 -0.01 0.01 0.01
H 4.667354 3.231232 -2.933774 0.01 -0.02 -0.01
H 2.975786 4.940637 -3.335001 -0.01 0.01 -0.01
H 2.333149 3.347946 -3.648952 0.01 -0.01 0.01
H 1.543697 4.883408 -5.337545 -0.02 -0.04 -0.02
H 2.583403 3.707347 -6.107726 0.00 -0.02 0.02
H 3.407895 6.553874 -5.316756 0.04 0.00 0.01
H 3.029038 6.004575 -6.949741 0.03 0.04 0.00
H 4.459981 5.388989 -6.132156 0.01 0.02 0.02
C -1.343630 2.985019 10.683985 -0.04 -0.12 -0.04
C -0.668413 2.237590 9.537734 0.05 0.07 0.09
C -0.029465 3.160833 8.502052 0.02 -0.04 -0.06
C -1.004966 4.085576 7.772795 -0.04 0.04 0.07
C -2.137528 3.374546 7.035072 0.07 0.01 -0.14
C -1.651355 2.453685 5.919018 -0.15 -0.02 0.06
H -2.170153 3.603843 10.331424 0.01 0.02 0.01
H -1.748918 2.282093 11.413099 -0.01 0.03 0.03
H -0.630396 3.629994 11.201168 -0.01 0.04 -0.01
H -1.391001 1.571473 9.058339 0.01 0.00 -0.03
H 0.111298 1.593058 9.951854 -0.01 -0.03 -0.03
H 0.511332 2.552263 7.771911 0.00 0.01 -0.01
H 0.727222 3.778823 8.995554 0.00 -0.01 0.02
H -0.439285 4.690209 7.056870 -0.01 -0.01 -0.02
H -1.437799 4.794190 8.484720 0.01 0.00 0.01
H -2.793804 4.132044 6.597973 -0.03 0.00 0.04
H -2.753096 2.805077 7.737325 0.00 0.03 0.02
H -1.062286 3.008266 5.185369 0.04 -0.02 0.01
H -2.499063 2.005553 5.396829 0.03 -0.02 -0.03
H -1.037649 1.638855 6.305333 0.03 0.00 -0.02
```
Forces are in eV/Å.

Summary:
**Kohn-Sham gap**: 0.40567 Ha
**Net charge**: 0
**Structure (SMILES)**: NC(=O)OS(=O)(=O)C(F)(F)F.CCCCCC.CCCCCC.CCCCCC.CCCCCC.CCCCCC.CCCCCC
**Strongest force on any atom**: 2.65 eV Å⁻¹
**Calculated total energy**: -2552.963487 hartree
**HOMO**: -10.71 eV

Atomic partial charges in e from the Mulliken method, atoms 1 to 4: -0.417 0.343 -0.402 -0.175